Formula: C20H23BrFN3O2
Source: the Open Molecules 2025 dataset
Level of theory: ωB97M-V with the def2-TZVPD basis set

SMILES ... COc1c(F)cccc1C(=O)N1C[C@@H](C)CC[C@H]1CNc1ccc(Br)cn1
E_LUMO ... 0.688 eV
Energy relative to the best compared isomer or geometry (same formula, charge and spin) ... 53.8 kcal/mol

XYZ file:
```
50
C20H23BrFN3O2 (ωB97M-V with the def2-TZVPD basis set)
O 1.841 2.668 -0.958
F 3.978 -1.832 1.238
Br 0.091 -7.333 -1.308
N -1.950 -3.990 -0.113
O 2.652 -0.440 -0.851
C 1.227 1.929 -0.154
C -1.708 -5.275 -0.540
C -1.016 -3.024 -0.461
C 0.204 -3.386 -0.980
C 2.791 0.991 3.098
C 3.384 -0.198 2.806
C 0.397 -4.686 -1.261
C 2.089 1.739 2.116
C 3.332 -0.690 1.479
C -0.479 -5.644 -1.023
C 2.740 0.018 0.474
C 2.096 1.206 0.773
N -1.445 -1.854 -0.005
N -0.236 1.714 -0.274
C 3.834 -0.271 -1.625
C -1.272 -0.576 -0.725
C -2.051 1.085 1.172
C -3.181 4.061 -0.971
C -0.990 2.832 -0.943
C -2.953 2.151 0.483
C -0.852 0.524 0.287
C -2.112 3.324 -0.115
H -2.526 -5.896 -0.340
H 1.060 -2.648 -0.937
H 2.891 1.316 4.089
H 3.667 -0.920 3.510
H 1.384 -4.976 -1.576
H 1.508 2.613 2.228
H -2.401 -1.975 0.254
H 4.081 -1.178 -2.194
H 4.604 -0.095 -0.871
H 3.723 0.621 -2.295
H -2.280 -0.356 -1.176
H -0.682 -0.617 -1.703
H -2.690 0.332 1.465
H -1.699 1.538 2.099
H -3.499 3.494 -1.795
H -2.843 5.022 -1.444
H -4.006 4.310 -0.349
H -1.462 2.476 -1.913
H -0.340 3.593 -1.252
H -3.591 1.720 -0.307
H -3.562 2.584 1.235
H -0.143 0.039 0.983
H -1.601 3.959 0.668
```

Formula: C20H23ClFeOP
Source: the Open Molecules 2025 dataset
Level of theory: ωB97M-V with the def2-TZVPD basis set

⟨S²⟩ ... 8.781
Spin multiplicity ... 6
Total charge ... +2
E_LUMO (alpha / beta) ... -6.494 / -10.986 eV

XYZ file:
```
47
C20H23ClFeOP (ωB97M-V with the def2-TZVPD basis set)
Fe -0.524 1.979 0.708
Cl 0.087 2.339 2.794
P 0.457 -0.154 0.445
C 1.305 0.288 -1.118
C 0.837 -0.182 -2.357
C 1.390 0.296 -3.553
C 2.429 1.236 -3.518
C 2.931 1.668 -2.279
C 2.380 1.202 -1.081
C 1.734 -1.062 1.376
C 1.355 -1.672 2.587
C 2.311 -2.290 3.398
C 3.652 -2.346 2.996
C 4.000 -1.912 1.712
C 3.048 -1.270 0.909
C -0.757 -1.485 0.090
C -2.133 -1.277 0.320
C -3.054 -2.243 -0.089
C -2.619 -3.456 -0.634
C -1.249 -3.724 -0.723
C -0.323 -2.739 -0.370
H 0.304 -1.667 2.876
H 2.017 -2.749 4.347
H 4.407 -2.763 3.667
H 5.011 -2.078 1.327
H 3.337 -0.959 -0.095
H 0.015 -0.903 -2.390
H 0.985 -0.049 -4.512
H 2.832 1.645 -4.448
H 3.757 2.377 -2.254
H 2.769 1.549 -0.121
H -2.473 -0.362 0.811
H -4.120 -2.057 0.026
H -3.356 -4.190 -0.971
H -0.889 -4.692 -1.076
H 0.742 -2.960 -0.448
H -1.347 0.960 -3.060
H -1.864 0.546 -2.700
C -3.648 4.568 1.344
C -3.312 3.249 0.667
O -2.011 3.212 0.010
H -2.878 4.842 2.069
H -4.578 4.482 1.924
H -3.774 5.390 0.636
H -3.254 2.454 1.410
H -4.047 2.968 -0.090
H -1.881 3.989 -0.559
```

Formula: C20H23F6I2N6NiO6S2
Source: the Open Molecules 2025 dataset
Level of theory: ωB97M-V with the def2-TZVPD basis set

Total charge ... -1
E_LUMO (alpha / beta) ... 2.141 / 2.141 eV

XYZ file:
```
66
C20H23F6I2N6NiO6S2 (ωB97M-V with the def2-TZVPD basis set)
Ni -0.008 0.176 0.708
I 0.474 -4.703 -1.106
C 1.416 -3.893 0.572
C 2.274 -4.690 1.345
C 2.925 -4.171 2.430
I 4.210 -5.428 3.509
C 2.743 -2.812 2.801
C 3.386 -2.154 3.875
C 3.140 -0.833 4.111
C 2.219 -0.146 3.299
N 1.592 -0.729 2.308
C 1.856 -2.026 2.029
C 1.174 -2.540 0.851
O 0.430 -1.783 0.141
H 2.430 -5.724 1.068
H 4.078 -2.707 4.497
H 3.641 -0.307 4.916
H 1.997 0.898 3.480
F -2.126 3.102 0.960
C -2.020 3.252 2.286
F -2.047 4.555 2.565
F -3.051 2.660 2.871
S -0.454 2.524 2.917
O -0.641 1.084 2.752
O -0.369 3.028 4.254
N 0.723 3.091 2.043
S 0.864 2.583 0.482
O -0.067 3.189 -2.161
O 1.729 1.335 0.374
C 2.097 3.910 0.135
F 2.599 3.687 -1.077
F 3.080 3.879 1.018
F 1.498 5.093 0.155
C -1.971 -1.656 2.491
C -2.578 -1.125 1.179
C -2.894 -2.271 0.223
O -1.774 -0.171 0.528
H -2.273 -2.690 2.680
H -2.269 -1.042 3.345
H -0.887 -1.621 2.433
H -3.526 -0.629 1.430
H -1.957 -2.746 -0.093
H -3.413 -1.892 -0.666
H -3.533 -3.024 0.700
C 0.189 -0.444 -2.460
N -0.044 -0.584 -3.904
C 0.550 0.562 -4.588
N -0.003 1.842 -4.116
C 0.268 1.928 -2.676
N -0.378 0.824 -1.926
C -1.829 0.823 -2.215
N -2.106 0.698 -3.654
C -1.494 -0.555 -4.127
C -1.454 1.810 -4.347
H 1.259 -0.463 -2.252
H -0.278 -1.273 -1.937
H 0.363 0.479 -5.660
H 1.628 0.560 -4.416
H -1.021 3.287 -2.114
H 1.344 1.826 -2.542
H -2.281 1.740 -1.831
H -2.266 -0.003 -1.667
H -1.693 -0.663 -5.195
H -1.948 -1.389 -3.590
H -1.900 2.750 -4.020
H -1.623 1.715 -5.420
```

Formula: C20H23N3O2S
Source: the Open Molecules 2025 dataset
Level of theory: ωB97M-V with the def2-TZVPD basis set

SMILES ... CCOc1ccc2nc(SCC(=O)N3CCCCCC3)c(C#N)cc2c1
E_LUMO ... -0.278 eV
Energy relative to the best compared isomer or geometry (same formula, charge and spin) ... 24.0 kcal/mol

XYZ file:
```
49
C20H23N3O2S (ωB97M-V with the def2-TZVPD basis set)
C -5.606 5.399 1.078
C -5.120 5.330 -0.366
O -4.851 4.006 -0.787
C -3.707 3.390 -0.398
C -2.688 3.952 0.335
C -1.543 3.197 0.649
C -0.467 3.721 1.395
C 0.624 2.929 1.667
C 1.711 3.431 2.412
N 2.576 3.872 3.021
C 0.628 1.585 1.177
N -0.361 1.085 0.487
C -1.436 1.849 0.213
C -2.495 1.296 -0.535
C -3.594 2.046 -0.829
H -4.413 1.641 -1.402
H -2.411 0.272 -0.864
S 2.017 0.578 1.514
C 1.441 -0.937 0.683
C 2.568 -1.941 0.839
O 3.610 -1.610 1.373
N 2.350 -3.192 0.381
C 1.128 -3.628 -0.256
H 0.608 -2.753 -0.646
C 1.365 -4.604 -1.414
H 0.440 -4.642 -1.991
H 1.546 -5.610 -1.034
C 2.527 -4.197 -2.324
H 2.594 -3.108 -2.376
C 3.867 -4.774 -1.867
C 4.410 -4.139 -0.590
C 3.417 -4.158 0.573
H 2.981 -5.149 0.705
H 3.943 -3.875 1.489
H 4.684 -3.099 -0.777
H 5.314 -4.669 -0.287
H 4.603 -4.632 -2.661
H 3.753 -5.851 -1.716
H 2.326 -4.563 -3.333
H 0.473 -4.106 0.487
H 0.517 -1.259 1.162
H 1.241 -0.684 -0.359
H -0.501 4.741 1.751
H -2.727 4.973 0.684
H -4.240 5.968 -0.516
H -5.910 5.672 -1.040
H -6.496 4.787 1.196
H -5.848 6.427 1.333
H -4.846 5.034 1.765
```

Formula: C20H23N3O3
Source: the Open Molecules 2025 dataset
Level of theory: ωB97M-V with the def2-TZVPD basis set

E_LUMO ... -0.119 eV
Energy relative to the best compared isomer or geometry (same formula, charge and spin) ... 476.6 kcal/mol

XYZ file:
```
49
C20H23N3O3 (ωB97M-V with the def2-TZVPD basis set)
C -3.362 1.517 -5.009
C -2.243 1.042 -6.095
O -2.132 -0.427 -6.244
C -1.457 -1.054 -5.127
C -2.333 -1.758 -4.332
H -3.048 -0.916 -3.607
H -3.200 -2.038 -4.824
C -1.842 -2.871 -3.236
N -0.976 -2.235 -2.226
C -1.422 -1.889 -1.053
O -2.638 -2.345 -0.424
C -0.378 -1.326 -0.033
C 0.650 -0.269 -0.794
C 1.273 0.287 0.233
N 2.451 1.144 -0.061
C 2.877 1.585 1.180
N 2.393 0.896 2.049
C 1.334 0.112 1.609
C 0.361 -1.046 2.053
C -0.531 -1.432 1.290
H -1.093 -2.270 1.594
H 0.324 -1.081 3.329
C 2.609 0.814 3.563
C 3.929 0.771 3.964
C 4.466 0.454 5.221
C 3.427 0.974 6.087
C 2.261 1.317 5.711
C 1.647 1.004 4.511
O 0.475 1.470 4.096
C -0.569 1.691 4.920
H -0.388 2.438 5.535
H -1.335 1.650 4.361
H -0.711 0.780 5.660
H 1.533 1.490 6.535
H 3.816 1.122 7.189
H 5.285 0.495 5.518
H 4.854 0.299 3.036
H 3.539 2.330 1.327
H 0.460 -0.030 -1.678
H -0.218 -1.849 -2.392
H -1.437 -3.365 -3.880
H -2.843 -3.097 -2.484
H -0.794 -0.316 -4.371
H -0.724 -1.690 -5.528
H -1.176 1.440 -5.529
H -2.446 1.443 -7.123
H -3.452 2.619 -5.161
H -3.002 1.320 -4.130
H -4.215 0.800 -5.229
```

Formula: C20H23N3O4
Source: the Open Molecules 2025 dataset
Level of theory: ωB97M-V with the def2-TZVPD basis set

SMILES ... COc1ccc(C(=O)N2CCN(CCc3ccccc3)CC2)cc1[N+](=O)[O-]
E_LUMO ... -0.420 eV
Energy relative to the best compared isomer or geometry (same formula, charge and spin) ... 148.5 kcal/mol

XYZ file:
```
50
C20H23N3O4 (ωB97M-V with the def2-TZVPD basis set)
C -7.096 -1.068 -0.091
H -7.254 -0.404 -0.947
O -5.760 -1.512 -0.022
C -4.771 -0.624 0.126
C -4.954 0.760 0.221
C -3.880 1.617 0.343
C -2.572 1.137 0.351
C -2.374 -0.230 0.281
C -3.447 -1.106 0.166
N -3.141 -2.508 0.087
O -4.011 -3.317 0.311
O -1.994 -2.797 -0.204
H -1.384 -0.658 0.336
C -1.436 2.089 0.574
O -1.449 2.852 1.525
N -0.414 2.047 -0.305
C -0.340 1.276 -1.522
H -1.296 0.796 -1.728
C 0.797 0.229 -1.410
N 1.832 0.644 -0.480
C 1.717 0.095 0.859
H 0.684 0.103 1.240
C 2.265 -1.341 0.908
C 3.724 -1.346 0.557
C 4.688 -1.185 1.545
C 6.032 -1.140 1.219
C 6.429 -1.250 -0.102
C 5.476 -1.407 -1.093
C 4.133 -1.454 -0.765
H 3.391 -1.578 -1.539
H 5.781 -1.494 -2.126
H 7.478 -1.215 -0.358
H 6.771 -1.020 1.998
H 4.383 -1.099 2.578
H 1.711 -1.973 0.213
H 2.117 -1.730 1.917
H 2.322 0.713 1.525
C 2.015 2.074 -0.534
C 0.770 2.847 -0.047
H 0.806 3.031 1.029
H 0.692 3.815 -0.556
H 2.237 2.333 -1.573
H 2.882 2.346 0.070
H 1.251 0.096 -2.398
H 0.399 -0.735 -1.094
H -0.124 1.972 -2.342
H -4.047 2.679 0.435
H -5.950 1.171 0.209
H -7.691 -1.970 -0.217
H -7.396 -0.560 0.830
```

| no. | largest force on an atom (eV/A) |
| --- | --- |
| 1 | 4.7 |
| 2 | 3.7 |
| 3 | 1.7 |
| 4 | 1.1 |
| 5 | 18.0 |
| 6 | 1.1 |